The following is a DFT calculation (ωB97M-V with the def2-TZVPD basis set) of a 2-piece molecular cluster, C14H8ClN4O6S overall at a distorted geometry.

relative energy (zero: lowest compared OMol25 entry of this formula, charge and spin)	39.8	kJ/mol
total charge	-1
electronic energy	-2066.86065	Ha
HOMO	-3.445	eV

Element x y z (Å)
N1 -3.2763 -6.2509 2.5441
C1 -2.7678 -5.2511 2.1994
C2 -2.1460 -4.0279 1.7786
C3 -0.7729 -3.7510 1.6938
C4 -0.3099 -2.4022 1.5335
N2 1.0655 -2.1412 1.8134
O1 1.7984 -3.1198 2.0888
O2 1.4942 -0.9638 1.7996
C5 -1.2078 -1.3250 1.3945
C6 -2.5569 -1.6301 1.4442
N3 -3.5959 -0.7566 1.7819
O3 -3.6926 0.4560 1.8176
O4 -4.7075 -1.6204 2.1345
N4 -4.3462 -2.9703 2.0593
C7 -3.0525 -2.9339 1.6637
H1 -0.0594 -4.5712 1.7789
H2 -0.8971 -0.2903 1.3295
Cl1 -1.5184 0.1666 -1.6483
C8 -0.3769 0.7790 -0.6279
S1 0.0059 2.4730 -0.6725
C9 1.5011 2.7123 -1.6605
C10 2.7380 2.5797 -1.0343
C11 3.8847 2.9721 -1.7219
C12 3.8063 3.4529 -3.0276
C13 2.5735 3.4555 -3.6791
C14 1.4158 3.0578 -3.0107
O5 -0.9636 3.2774 -1.3744
O6 0.3846 2.7980 0.6888
H3 0.2849 0.1320 -0.0737
H4 2.7760 2.2075 -0.0099
H5 4.8462 2.9066 -1.2230
H6 4.7080 3.7712 -3.5511
H7 2.5163 3.7718 -4.7168
H8 0.4481 3.0365 -3.5123

Forces on atoms 1 to 6 (eV/Å):
1.18 2.42 -0.80
-0.40 -2.71 0.48
1.07 0.45 -0.22
-1.40 -0.51 -0.06
-1.98 0.48 -0.04
2.89 0.77 0.29